Density functional theory data (the ωB97M-V functional and the def2-TZVPD basis) for a 2-piece molecular cluster, C4H10F3NOSSi overall in a non-equilibrium geometry.

Each atom is followed by the atoms it is bonded to, with distances in Å.
CARTESIAN COORDINATES (ANGSTROEM)
1 S -0.7088 0.8334 -2.1801  O6 1.453, C9 1.955
2 Si -0.0039 -0.7055 0.8156  N7 1.727, C8 1.903, C10 1.897, C11 1.966
3 F 0.0777 3.1911 -3.1859  C9 1.316
4 F 0.3393 3.0195 -1.1059  C9 1.341
5 F 1.7758 2.1329 -2.6143  C9 1.335
6 O -0.5206 0.1284 -3.4366  S1 1.453
7 N 0.8626 0.1400 -0.4165  Si2 1.727, H21 1.006
8 C -1.7183 0.1198 0.8318  Si2 1.903, H14 1.127, H15 1.241, H16 1.049
9 C 0.5087 2.3604 -2.2610  S1 1.955, F3 1.316, F4 1.341, F5 1.335
10 C -0.1693 -2.5593 0.4459  Si2 1.897, H12 1.136, H17 1.123, H20 1.029
11 C 1.0390 -0.1537 2.3877  Si2 1.966, H13 1.003, H18 1.003, H19 1.118
12 H 0.2584 -2.7938 -0.5802  C10 1.136
13 H 0.8095 0.8167 2.4954  C11 1.003
14 H -2.5615 -0.4293 0.3253  C8 1.127
15 H -1.5979 1.2721 0.3863  C8 1.241
16 H -1.8969 0.3480 1.8395  C8 1.049
17 H 0.6085 -2.9333 1.1650  C10 1.123
18 H 2.0095 -0.4005 2.4459  C11 1.003
19 H 0.5695 -0.6995 3.2426  C11 1.118
20 H -0.9955 -3.1728 0.4328  C10 1.029
21 H 1.3141 -0.5145 -1.0335  N7 1.006

Computed properties:
E in hartree: -1275.57982
Gap between HOMO and LUMO in eV: 7.609

Atomic partial charges in e from the Löwdin method, atoms 1 to 5:
1 S 1.06
2 Si 0.39
3 F 0.11
4 F 0.09
5 F 0.13